1.
Below is a 6-piece molecular cluster, C29H73FN9O5S overall, with properties calculated with ωB97M-V with the def2-TZVPD basis set.

Calculated values
HOMO	-0.3722	hartree
lowest unoccupied orbital energy	-3.11	eV

Geometry as ORCA input:
```
! wB97M-V def2-TZVPD RIJCOSX def2/J DEFGRID3
* xyz 1 1
C 9.102 1.098 0.540
C 8.736 2.240 -0.342
C 9.211 2.232 -1.771
N 8.007 3.178 0.156
N 7.049 3.677 -0.771
C 6.714 4.977 -0.551
N 7.309 5.742 0.378
N 5.704 5.504 -1.269
C 5.220 4.680 -2.395
C 5.032 3.194 -2.029
C 3.591 2.664 -2.018
C 2.554 3.597 -1.421
F 3.272 2.298 -3.320
C 5.787 2.873 -0.728
S 4.829 3.230 0.783
H 8.773 1.284 1.559
H 10.148 0.802 0.486
H 8.510 0.262 0.148
H 10.031 1.535 -1.914
H 8.401 1.915 -2.435
H 9.472 3.245 -2.069
H 8.308 5.772 0.478
H 6.729 6.237 1.043
H 5.973 6.434 -1.569
H 5.981 4.749 -3.175
H 4.296 5.087 -2.796
H 5.549 2.648 -2.820
H 3.603 1.741 -1.432
H 2.865 4.639 -1.469
H 2.355 3.311 -0.394
H 1.619 3.511 -1.975
H 6.011 1.811 -0.714
H 5.335 2.261 1.554
C 3.488 -0.645 -2.833
C 4.149 -1.866 -2.206
C 3.385 -3.177 -2.421
O 2.241 -3.323 -1.606
C 1.066 -2.685 -2.073
N 4.385 -1.580 -0.784
H 2.629 -0.300 -2.256
H 4.208 0.170 -2.868
H 3.156 -0.840 -3.853
H 5.126 -1.993 -2.684
H 4.044 -4.004 -2.147
H 3.123 -3.310 -3.479
H 1.000 -2.698 -3.165
H 1.007 -1.653 -1.718
H 0.212 -3.227 -1.669
H 4.924 -2.338 -0.374
H 3.486 -1.632 -0.310
C -2.071 -4.740 3.372
C -2.985 -4.427 2.191
C -2.540 -5.070 0.871
O -1.444 -4.428 0.242
C -0.164 -4.786 0.726
N -3.132 -2.975 2.073
H -1.150 -4.158 3.332
H -2.572 -4.489 4.306
H -1.809 -5.799 3.402
H -3.972 -4.842 2.420
H -3.367 -4.988 0.161
H -2.327 -6.139 1.004
H -0.118 -5.836 1.033
H 0.134 -4.153 1.566
H 0.549 -4.632 -0.082
H -3.825 -2.769 1.356
H -2.264 -2.608 1.692
C 3.388 9.138 0.871
C 3.587 7.632 0.754
C 2.292 6.827 0.594
O 1.538 6.647 1.767
C 0.667 7.716 2.102
N 4.381 7.153 1.893
H 3.029 9.419 1.861
H 4.334 9.656 0.713
H 2.675 9.502 0.130
H 4.172 7.446 -0.155
H 2.602 5.827 0.278
H 1.663 7.242 -0.205
H 0.254 8.187 1.206
H 1.169 8.471 2.711
H -0.150 7.296 2.686
H 4.583 6.165 1.752
H 3.788 7.163 2.718
C -7.602 -1.369 -2.865
C -7.760 -2.171 -1.577
C -6.613 -1.980 -0.578
O -5.421 -2.676 -0.901
C -4.573 -2.035 -1.834
N -7.966 -3.580 -1.915
H -6.870 -1.822 -3.533
H -8.550 -1.334 -3.400
H -7.292 -0.342 -2.659
H -8.666 -1.814 -1.076
H -6.933 -2.393 0.382
H -6.397 -0.915 -0.417
H -4.604 -0.947 -1.718
H -4.830 -2.297 -2.863
H -3.557 -2.382 -1.641
H -8.169 -4.093 -1.060
H -7.073 -3.956 -2.222
C -9.260 -5.570 4.408
C -10.199 -5.326 3.231
C -9.750 -6.004 1.930
O -8.682 -5.357 1.263
C -7.388 -5.657 1.750
N -10.391 -3.882 3.073
H -8.357 -4.962 4.336
H -9.755 -5.303 5.341
H -8.965 -6.620 4.470
H -11.169 -5.762 3.488
H -10.586 -5.974 1.227
H -9.506 -7.061 2.098
H -7.321 -6.692 2.098
H -7.090 -4.982 2.556
H -6.689 -5.517 0.923
H -11.101 -3.710 2.367
H -9.540 -3.496 2.673
*
```

Here are the Mulliken charges for atoms 1 to 8, given in e: -1.272 0.822 -1.089 -1.088 0.977 0.042 -0.281 0.235



2.
Below is a 2-piece molecular cluster, C16H31NO5P overall, with properties calculated with ωB97M-V with the def2-TZVPD basis set.

Calculated values
HOMO	-0.4426	hartree
lowest unoccupied orbital energy	-4.69	eV
relative energy (zero: lowest compared OMol25 entry of this formula, charge and spin)	375.4	kJ/mol

Geometry as ORCA input:
```
! wB97M-V def2-TZVPD RIJCOSX def2/J DEFGRID3
* xyz 1 1
C -2.197 -2.445 -0.509
O -2.267 -3.717 0.135
C -1.249 -4.610 -0.309
C 0.224 -4.131 -0.024
C 0.584 -3.967 1.504
C 2.149 -3.685 1.736
C 2.724 -2.656 0.688
C 2.794 -1.211 1.060
C 3.321 -0.288 0.007
C 3.718 -0.818 -1.308
N 3.652 -2.174 -1.606
C 3.183 -3.056 -0.656
H -3.175 -1.919 -0.363
H -1.381 -1.789 -0.078
H -2.001 -2.507 -1.624
H -1.389 -5.667 0.072
H -1.350 -4.699 -1.441
H 0.970 -4.866 -0.461
H 0.399 -3.162 -0.580
H 0.263 -4.882 2.078
H 0.055 -3.042 1.885
H 2.257 -3.246 2.771
H 2.760 -4.634 1.731
H 2.472 -0.838 2.064
H 3.386 0.806 0.251
H 4.098 -0.137 -2.112
H 3.917 -2.557 -2.522
H 3.100 -4.149 -0.903
O -0.374 1.340 -1.209
P -0.654 2.091 0.087
O -2.196 2.542 -0.299
C -3.233 1.580 -0.109
C -3.492 1.303 1.361
O 0.221 3.424 -0.384
C 1.204 3.329 -1.415
C 0.602 3.619 -2.779
O -0.848 2.806 1.605
C -0.808 4.230 1.805
C -1.770 5.063 0.980
H -2.978 0.656 -0.638
H -4.135 1.987 -0.568
H -2.630 0.817 1.828
H -4.355 0.646 1.486
H -3.672 2.231 1.906
H 1.705 2.362 -1.390
H 1.971 4.078 -1.199
H -0.345 3.099 -2.940
H 1.292 3.330 -3.576
H 0.383 4.685 -2.881
H 0.217 4.585 1.685
H -1.055 4.385 2.860
H -1.567 5.006 -0.089
H -1.696 6.116 1.261
H -2.802 4.737 1.128
*
```

Here are the Mulliken charges for atoms 1 to 8, given in e: -0.409 -0.406 -0.787 -0.287 -0.321 -1.114 0.591 -0.264



3.
Below is C37H43IrN9OS as an isolated structure, with properties calculated with ωB97M-V with the def2-TZVPD basis set.

Calculated values
HOMO (alpha / beta)	-0.5339 / -0.5339	hartree
lowest unoccupied orbital energy (alpha / beta)	-8.41 / -11.29	eV
expectation value of S²	6.01

Geometry as ORCA input:
```
! wB97M-V def2-TZVPD RIJCOSX def2/J DEFGRID3
* xyz 3 5
Ir 1.102 0.895 -0.764
C 5.774 1.168 -1.324
C 4.472 0.688 -1.145
N 3.428 1.479 -0.985
C 3.621 2.815 -1.025
C 4.888 3.393 -1.187
C 5.983 2.524 -1.337
C 5.025 4.820 -1.187
C 3.950 5.617 -1.021
C 2.639 5.058 -0.861
C 1.498 5.857 -0.677
C 0.271 5.260 -0.527
C 0.188 3.871 -0.590
N 1.243 3.089 -0.776
C 2.468 3.665 -0.885
H 6.592 0.472 -1.441
H 4.280 -0.378 -1.133
H 6.979 2.931 -1.460
H 6.012 5.245 -1.317
H 4.054 6.694 -1.010
H 1.597 6.934 -0.649
H -0.623 5.845 -0.371
H -0.766 3.371 -0.474
S 1.196 1.352 5.943
C 1.074 1.194 4.225
C -0.092 0.893 3.511
C -0.037 0.819 2.139
N 1.080 1.023 1.421
C 2.203 1.319 2.110
C 2.244 1.404 3.476
C -0.466 1.021 6.479
C -0.883 -0.277 6.740
C -2.190 -0.464 7.168
N -3.054 0.530 7.340
C -2.634 1.768 7.112
C -1.349 2.072 6.678
H -1.031 0.725 4.019
H -0.932 0.601 1.570
H 3.092 1.494 1.519
H 3.180 1.638 3.966
H -0.210 -1.118 6.630
H -2.553 -1.461 7.389
H -3.351 2.562 7.284
H -1.048 3.097 6.509
C -5.462 -4.050 0.346
C -6.200 -2.969 -0.475
N -5.303 -2.149 -1.255
C -5.217 -2.331 -2.686
C -4.345 -3.560 -3.020
C -4.487 -1.171 -0.507
O -4.639 -1.139 0.674
C -3.547 -0.283 -1.254
C -4.012 0.645 -2.184
C -3.115 1.557 -2.708
C -1.807 1.536 -2.250
N -1.361 0.677 -1.330
C -2.215 -0.231 -0.857
H -6.230 -4.596 0.890
H -4.777 -3.604 1.061
H -4.940 -4.748 -0.304
H -6.719 -2.306 0.222
H -6.907 -3.428 -1.162
H -4.792 -1.442 -3.136
H -6.231 -2.493 -3.053
H -3.323 -3.416 -2.672
H -4.338 -3.666 -4.104
H -4.758 -4.468 -2.589
H -5.054 0.674 -2.479
H -3.425 2.290 -3.439
H -1.085 2.255 -2.620
H -1.831 -0.920 -0.113
C 1.568 -2.385 -4.271
N 2.164 -2.795 -3.009
C 3.296 -3.716 -3.146
C 1.983 -2.058 -1.883
N 1.523 -0.815 -1.957
N 2.271 -2.655 -0.707
C 2.095 -4.096 -0.515
C 2.380 -1.897 0.524
H 1.448 -3.268 -4.897
H 2.194 -1.670 -4.815
H 0.582 -1.953 -4.106
H 3.893 -3.411 -4.006
H 2.961 -4.742 -3.302
H 3.927 -3.676 -2.264
H 1.552 -0.509 -2.922
H 1.632 -4.542 -1.389
H 1.441 -4.255 0.344
H 3.045 -4.593 -0.319
H 2.912 -0.963 0.366
H 2.943 -2.491 1.242
H 1.397 -1.677 0.957
*
```

Here are the Mulliken charges for atoms 1 to 8, given in e: 2.654 -1.257 -0.001 0.061 0.018 0.845 -0.611 -0.936



4.
Below is an isolated molecule of C6H7NO2, with properties calculated with ωB97M-V with the def2-TZVPD basis set.

Calculated values
HOMO	-0.3620	hartree
SMILES	O=C1CC(=O)N2C[C@@H]2C1
lowest unoccupied orbital energy	0.74	eV
relative energy (zero: lowest compared OMol25 entry of this formula, charge and spin)	109.9	kJ/mol

Geometry as ORCA input:
```
! wB97M-V def2-TZVPD RIJCOSX def2/J DEFGRID3
* xyz 0 1
O -1.046 -2.444 0.833
C -0.584 -1.394 0.494
C -0.178 -1.089 -0.946
C 0.521 0.231 -1.131
O 1.501 0.419 -1.840
N -0.162 1.310 -0.487
C 0.544 2.071 0.566
C -0.545 1.129 0.893
C -0.227 -0.231 1.455
H 0.417 -1.922 -1.399
H -1.038 -1.086 -1.620
H 0.465 3.129 0.501
H 1.597 1.811 0.750
H -1.462 1.562 1.219
H 0.895 -0.444 1.507
H -0.561 -0.327 2.526
*
```

Here are the Mulliken charges for atoms 1 to 8, given in e: -0.537 0.387 -0.417 0.422 -0.574 -0.223 -0.587 0.106



5.
Below is C12H24BrInO13P3 as an isolated structure, with properties calculated with ωB97M-V with the def2-TZVPD basis set.

Calculated values
HOMO	-0.1832	hartree
lowest unoccupied orbital energy	2.24	eV

Geometry as ORCA input:
```
! wB97M-V def2-TZVPD RIJCOSX def2/J DEFGRID3
* xyz -1 1
O 4.021 2.019 2.863
P 3.046 3.089 2.582
O 2.403 3.677 3.973
O 3.748 4.489 2.133
In 1.147 2.580 0.940
P 0.048 0.347 1.480
O -1.438 0.762 2.057
Br -0.403 -0.345 -0.644
P -0.509 4.455 1.536
O -1.609 4.546 0.560
O -1.209 4.249 3.011
O 0.273 5.874 1.674
H 1.880 2.950 4.330
H 3.831 4.447 1.174
H 1.648 2.822 -0.703
H -1.627 1.704 1.994
H -0.565 4.421 3.708
H 1.120 5.733 2.120
O 2.042 -0.632 -4.034
C 1.229 -1.508 -4.057
O -0.087 -1.287 -3.821
C -0.810 -2.526 -3.810
C 0.051 -3.507 -4.601
C 1.453 -2.989 -4.295
H -0.929 -2.836 -2.770
H -1.794 -2.349 -4.240
H -0.112 -4.543 -4.310
H -0.157 -3.416 -5.668
H 1.856 -3.422 -3.379
H 2.162 -3.143 -5.104
O 2.388 -6.071 -2.661
C 3.093 -5.675 -1.778
O 3.542 -4.403 -1.728
C 4.439 -4.222 -0.617
C 4.090 -5.342 0.358
C 3.635 -6.450 -0.590
H 5.462 -4.299 -0.991
H 4.282 -3.225 -0.215
H 4.922 -5.614 1.004
H 3.257 -5.032 0.990
H 4.466 -7.066 -0.941
H 2.863 -7.095 -0.181
O -6.401 0.743 2.058
C -5.943 1.850 2.025
O -4.644 2.111 2.261
C -4.402 3.534 2.263
C -5.551 4.129 1.456
C -6.683 3.150 1.752
H -4.405 3.876 3.301
H -3.434 3.749 1.824
H -5.766 5.161 1.724
H -5.298 4.100 0.395
H -7.234 3.417 2.657
H -7.387 3.017 0.935
*
```

Here are the Mulliken charges for atoms 1 to 8, given in e: -0.655 0.451 -0.516 -0.523 0.685 0.043 -0.446 -0.138



6.
Below is a 2-piece molecular cluster, C5H15N3 overall, with properties calculated with ωB97M-V with the def2-TZVPD basis set.

Calculated values
HOMO	-0.2695	hartree
lowest unoccupied orbital energy	0.84	eV
relative energy (zero: lowest compared OMol25 entry of this formula, charge and spin)	277.9	kJ/mol

Geometry as ORCA input:
```
! wB97M-V def2-TZVPD RIJCOSX def2/J DEFGRID3
* xyz 0 1
C -1.500 -0.876 1.289
C -2.352 2.013 0.051
N -0.663 0.280 0.966
C -1.221 1.122 -0.373
N -0.645 0.982 -1.440
H -0.633 0.912 1.763
H 0.549 0.202 -1.206
H -1.048 -1.484 2.079
H -2.514 -0.605 1.608
H -1.590 -1.497 0.395
H -2.027 2.721 0.817
H -2.713 2.567 -0.813
H -3.172 1.431 0.477
C 2.651 0.224 -0.375
C 1.462 -1.849 -0.932
N 1.363 -0.441 -0.554
H 0.664 -0.269 0.344
H 0.458 -2.252 -1.067
H 2.475 1.266 -0.109
H 3.239 -0.250 0.416
H 3.231 0.193 -1.301
H 2.012 -1.956 -1.870
H 1.973 -2.436 -0.163
*
```

Here are the Mulliken charges for atoms 1 to 8, given in e: -0.930 -1.127 -0.575 0.639 -0.982 0.248 0.567 0.320



7.
Below is C10H9Cl2NORu as an isolated structure, with properties calculated with ωB97M-V with the def2-TZVPD basis set.

Calculated values
HOMO (alpha / beta)	-0.5837 / -0.5948	hartree
lowest unoccupied orbital energy (alpha / beta)	-9.01 / -12.40	eV
expectation value of S²	6.05

Geometry as ORCA input:
```
! wB97M-V def2-TZVPD RIJCOSX def2/J DEFGRID3
* xyz 2 5
Ru 1.933 0.473 0.611
C 4.081 1.433 -0.768
H 3.963 2.288 -1.421
H 3.350 1.446 0.123
H 5.088 1.221 -0.447
H 3.816 0.643 -1.432
H 1.909 0.828 2.196
Cl -1.562 3.602 0.715
C -1.726 1.934 0.433
C -2.967 1.300 0.455
C -3.106 -0.071 0.248
Cl -4.648 -0.801 0.277
C -1.974 -0.909 0.009
C -1.926 -2.297 -0.214
C -0.701 -2.933 -0.399
C 0.509 -2.205 -0.285
N 0.489 -0.896 0.053
C -0.711 -0.256 0.053
C -0.582 1.139 0.204
O 0.621 1.696 0.252
H -3.872 1.864 0.622
H -2.856 -2.849 -0.246
H -0.634 -4.015 -0.603
H 1.506 -2.633 -0.437
*
```

Here are the Mulliken charges for atoms 1 to 8, given in e: 0.484 -0.994 0.357 0.534 0.375 0.255 0.193 0.039



8.
Below is a 2-piece molecular cluster, C3H9N overall, with properties calculated with ωB97M-V with the def2-TZVPD basis set.

Calculated values
HOMO	-0.3633	hartree
SMILES	C=N.CC
lowest unoccupied orbital energy	1.13	eV
relative energy (zero: lowest compared OMol25 entry of this formula, charge and spin)	177.9	kJ/mol

Geometry as ORCA input:
```
! wB97M-V def2-TZVPD RIJCOSX def2/J DEFGRID3
* xyz 0 1
C 4.190 1.774 1.312
N 4.211 0.533 1.013
H 3.337 2.525 1.089
H 5.071 2.364 1.700
H 4.836 0.086 1.676
C -2.607 -1.406 -0.259
C -2.752 -0.439 -1.473
H -2.273 -1.020 0.702
H -3.540 -1.896 -0.007
H -1.943 -2.257 -0.457
H -3.301 0.484 -1.164
H -3.370 -0.807 -2.264
H -1.859 0.059 -1.868
*
```

Here are the Mulliken charges for atoms 1 to 8, given in e: -0.183 -0.477 0.207 0.196 0.257 -0.825 -0.810 0.290



no.,DFT total energy (eV)
1,-68448.3282
2,-38101.8045
3,-68173.6326
4,-11919.2927
5,-142542.0349
6,-9896.2712
7,-41657.1938
8,-4745.2653